[1]
Computed, not measured: a 2-piece molecular cluster, C2H4ClO2PS overall in a non-equilibrium geometry, with the ωB97M-V functional and the def2-TZVPD basis.

Calculated values
Highest occupied orbital energy (spin up / spin down): -8.077 / -8.070 eV
Frontier orbital gap (spin up / spin down): 3.42 / 3.41 eV
E: -38877.4749 eV
Maximum force: 3.86 eV/Å

The geometry in XYZ format:
```
11
C2H4ClO2PS, DFT the ωB97M-V functional and the def2-TZVPD basis
C -0.551 -0.008 -0.728
C -0.385 0.736 0.647
O 0.692 -0.611 -1.030
O 0.997 0.608 1.083
P 1.771 -0.508 0.145
S 3.649 -0.204 -0.217
Cl -2.829 -1.929 0.233
H -1.248 -0.764 -0.582
H -0.650 0.667 -1.460
H -0.386 1.788 0.515
H -1.060 0.225 1.394
```

Partial charges, natural (NBO), in e: C -0.128; C -0.117; O -0.694; O -0.714; P 1.691; S -0.207; Cl -0.773; H 0.279; H 0.196; H 0.211; H 0.255



[2]
Computed, not measured: one molecule with the formula C9H16N2O6 in a non-equilibrium geometry, with the ωB97M-V functional and the def2-TZVPD basis.

Calculated values
Highest occupied orbital energy: -9.580 eV
Frontier orbital gap: 10.08 eV
E: -24859.0024 eV
Maximum force: 2.71 eV/Å

The geometry in XYZ format:
```
33
C9H16N2O6, DFT the ωB97M-V functional and the def2-TZVPD basis
C 2.331 -1.883 1.802
C 2.305 -1.500 0.345
O 1.244 -2.159 -0.332
C 2.038 0.019 0.173
N 0.671 0.270 0.615
C 0.132 1.489 0.528
O 0.760 2.530 0.342
C -1.410 1.425 0.506
N -2.007 2.695 0.923
C -1.968 1.047 -0.867
C -3.184 0.118 -0.872
C -2.890 -1.314 -0.534
O -3.776 -2.145 -0.417
O -1.571 -1.525 -0.300
C 2.272 0.458 -1.259
O 1.552 0.077 -2.148
O 3.415 1.142 -1.427
H 1.409 -1.590 2.249
H 2.382 -3.000 1.919
H 3.157 -1.385 2.304
H 3.246 -1.789 -0.157
H 1.245 -1.989 -1.297
H 2.731 0.598 0.879
H 0.013 -0.508 0.459
H -1.545 0.548 1.175
H -1.965 2.728 1.939
H -1.329 3.434 0.634
H -1.172 0.613 -1.506
H -2.290 2.016 -1.339
H -3.822 0.193 -1.805
H -3.901 0.428 -0.123
H -1.555 -2.477 -0.092
H 3.482 1.438 -2.318
```

Partial charges, natural (NBO), in e: C -0.627; C 0.111; O -0.751; C -0.180; N -0.643; C 0.683; O -0.641; C -0.145; N -0.829; C -0.413; C -0.529; C 0.793; O -0.590; O -0.699; C 0.798; O -0.614; O -0.661; H 0.218; H 0.228; H 0.223; H 0.180; H 0.500; H 0.237; H 0.443; H 0.194; H 0.357; H 0.382; H 0.227; H 0.235; H 0.255; H 0.249; H 0.510; H 0.497



[3]
Computed, not measured: one molecule with the formula C4H12N2O, with the ωB97M-V functional and the def2-TZVPD basis.

Calculated values
Highest occupied orbital energy: -9.202 eV
Frontier orbital gap: 10.03 eV
E: -9369.6976 eV
Maximum force: 0.70 eV/Å

The geometry in XYZ format:
```
19
C4H12N2O, DFT the ωB97M-V functional and the def2-TZVPD basis
N 0.754 -0.993 2.533
C -0.068 -0.330 1.515
C -0.061 -0.998 0.118
C 0.237 -0.075 -1.082
N 1.489 0.679 -0.931
C -0.952 0.853 -1.282
O -0.747 1.653 -2.428
H 1.422 -1.637 2.110
H 0.161 -1.582 3.108
H 0.219 0.711 1.429
H -1.107 -0.314 1.865
H -1.037 -1.460 -0.042
H 0.658 -1.811 0.113
H 0.264 -0.738 -1.947
H 1.923 0.421 -0.050
H 1.249 1.658 -0.811
H -1.845 0.210 -1.369
H -1.087 1.455 -0.377
H -1.473 2.298 -2.471
```

Partial charges, natural (NBO), in e: N -0.832; C -0.234; C -0.424; C -0.063; N -0.817; C -0.068; O -0.714; H 0.350; H 0.355; H 0.177; H 0.189; H 0.208; H 0.204; H 0.185; H 0.349; H 0.357; H 0.158; H 0.152; H 0.470



[4]
Computed, not measured: C16H29F3N8O2OsPS3 as an isolated structure in a non-equilibrium geometry, with the ωB97M-V functional and the def2-TZVPD basis.

Calculated values
⟨S²⟩: 0.76
Highest occupied orbital energy (spin up / spin down): -13.960 / -13.652 eV
Net charge: +2
Frontier orbital gap (spin up / spin down): 8.48 / 6.73 eV
E: -85482.4332 eV
Maximum force: 1.12 eV/Å
2S+1: 2

The geometry in XYZ format:
```
63
C16H29F3N8O2OsPS3, DFT the ωB97M-V functional and the def2-TZVPD basis
Os 0.097 -1.013 -0.313
N -0.487 -2.749 1.039
N 0.415 -3.829 1.010
C 1.612 -3.693 0.429
N 2.455 -4.715 0.472
S 2.071 -2.230 -0.315
H -0.700 -2.494 2.002
H -1.357 -3.043 0.600
H 0.125 -4.699 1.434
H 2.276 -5.552 1.003
H 3.346 -4.641 0.006
C 1.836 -4.123 -5.146
C 0.612 -3.586 -4.455
O 0.981 -2.317 -3.816
P -0.123 -1.332 -3.286
S -1.348 -2.119 -1.911
S 0.878 0.089 -2.212
O -0.947 -0.822 -4.505
C -0.380 -0.465 -5.815
C 0.461 0.783 -5.740
H 1.591 -5.069 -5.629
H 2.640 -4.296 -4.433
H 2.189 -3.430 -5.908
H 0.253 -4.248 -3.666
H -0.205 -3.403 -5.155
H -1.258 -0.332 -6.440
H 0.189 -1.320 -6.178
H -0.107 1.612 -5.321
H 0.771 1.058 -6.748
H 1.364 0.628 -5.148
F 3.365 2.476 4.878
C 2.508 3.048 4.033
F 3.089 4.114 3.486
F 1.444 3.467 4.737
C 2.053 2.065 2.973
C 1.894 0.726 3.289
C 1.416 -0.125 2.315
N 1.088 0.289 1.083
C 1.264 1.584 0.783
C 1.747 2.501 1.696
H 2.139 0.348 4.272
H 1.291 -1.180 2.519
H 0.995 1.889 -0.219
H 1.877 3.535 1.408
C -1.833 4.140 2.283
C -2.675 3.323 3.257
C -1.801 2.598 4.276
C -3.626 2.368 2.533
N -2.903 1.359 1.744
C -2.426 1.435 0.502
N -1.761 0.333 0.240
N -1.875 -0.418 1.366
N -2.550 0.181 2.265
H -1.260 4.894 2.821
H -2.446 4.657 1.542
H -1.109 3.507 1.757
H -3.339 4.007 3.794
H -1.103 1.914 3.783
H -2.396 2.021 4.984
H -1.207 3.317 4.839
H -4.276 2.901 1.840
H -4.244 1.810 3.234
H -2.592 2.262 -0.169
```

Partial charges, natural (NBO), in e: Os 0.559; N -0.595; N -0.426; C 0.320; N -0.733; S 0.119; H 0.413; H 0.415; H 0.416; H 0.423; H 0.441; C -0.630; C -0.065; O -0.839; P 1.806; S -0.397; S -0.301; O -0.827; C -0.054; C -0.649; H 0.241; H 0.221; H 0.227; H 0.196; H 0.193; H 0.221; H 0.189; H 0.228; H 0.250; H 0.214; F -0.299; C 0.967; F -0.299; F -0.310; C -0.056; C -0.205; C 0.058; N -0.463; C 0.039; C -0.162; H 0.264; H 0.203; H 0.228; H 0.258; C -0.617; C -0.232; C -0.613; C -0.215; N -0.149; C 0.216; N -0.338; N -0.134; N 0.007; H 0.243; H 0.220; H 0.182; H 0.238; H 0.186; H 0.227; H 0.238; H 0.233; H 0.249; H 0.258



[5]
Computed, not measured: C29H47BCdN7O6P2S3 as an isolated structure, with the ωB97M-V functional and the def2-TZVPD basis.

Calculated values
Highest occupied orbital energy: -11.042 eV
Net charge: +1
Frontier orbital gap: 7.25 eV
E: -109880.5965 eV
Maximum force: 0.25 eV/Å

The geometry in XYZ format:
```
96
C29H47BCdN7O6P2S3, DFT the ωB97M-V functional and the def2-TZVPD basis
Cd 0.413 0.016 -0.279
C -2.907 -0.587 -4.459
C -2.998 -1.424 -3.227
C -3.470 -2.697 -3.225
C -3.508 -3.472 -2.026
N -3.123 -2.964 -0.898
N -2.673 -1.693 -0.897
B -2.398 -1.177 0.455
N -3.109 0.040 0.902
N -4.397 0.051 0.515
C -5.158 1.004 0.961
C -4.636 1.994 1.844
C -3.329 1.989 2.216
C -2.733 3.014 3.122
C -2.497 0.957 1.674
S -0.834 0.852 1.940
C -6.607 0.958 0.489
C -7.240 -0.340 1.007
C -6.617 0.963 -1.045
C -7.406 2.155 1.005
N -1.906 -2.109 1.484
N -2.713 -2.141 2.565
C -2.484 -3.036 3.474
C -1.418 -3.972 3.318
C -0.588 -3.922 2.245
C 0.556 -4.861 2.055
C -0.815 -2.883 1.283
S 0.214 -2.596 -0.020
C -3.445 -3.036 4.657
C -2.946 -3.937 5.787
C -4.804 -3.545 4.155
C -3.594 -1.603 5.182
C -2.517 -0.900 -1.982
S -1.749 0.589 -1.816
C -4.009 -4.911 -1.962
C -5.309 -4.926 -1.147
C -4.276 -5.478 -3.356
C -2.949 -5.770 -1.259
H -3.326 -1.112 -5.315
H -1.865 -0.336 -4.663
H -3.436 0.356 -4.317
H -3.806 -3.138 -4.153
H -5.289 2.771 2.215
H -3.487 3.722 3.458
H -1.934 3.551 2.609
H -2.278 2.532 3.989
H -6.700 -1.209 0.631
H -8.277 -0.403 0.674
H -7.231 -0.373 2.099
H -6.077 0.100 -1.436
H -6.152 1.869 -1.438
H -7.646 0.922 -1.406
H -7.462 2.169 2.095
H -8.426 2.092 0.627
H -6.986 3.103 0.662
H -1.255 -4.723 4.078
H 0.589 -5.598 2.855
H 1.497 -4.309 2.032
H 0.471 -5.373 1.095
H -2.914 -4.987 5.491
H -3.629 -3.860 6.632
H -1.954 -3.638 6.134
H -4.724 -4.559 3.758
H -5.190 -2.896 3.368
H -5.520 -3.560 4.978
H -2.635 -1.209 5.523
H -4.287 -1.593 6.024
H -3.981 -0.942 4.406
H -6.078 -4.310 -1.619
H -5.135 -4.548 -0.139
H -5.690 -5.946 -1.075
H -5.077 -4.942 -3.869
H -4.589 -6.518 -3.263
H -3.381 -5.457 -3.982
H -2.769 -5.407 -0.248
H -2.004 -5.752 -1.805
H -3.294 -6.803 -1.203
N 4.097 2.452 -0.773
C 3.769 1.099 -1.377
C 4.893 0.673 -2.307
P 3.723 0.038 0.173
O 3.900 -1.459 -0.366
O 4.921 0.524 0.909
O 2.353 0.165 0.779
P 2.124 1.270 -2.154
O 2.541 2.046 -3.498
O 1.537 -0.090 -2.391
O 1.318 2.156 -1.238
H 4.763 2.256 -0.001
H 3.223 2.843 -0.395
H 4.475 3.100 -1.464
H 5.825 0.547 -1.753
H 5.040 1.402 -3.106
H 4.631 -0.277 -2.768
H 4.815 -1.751 -0.279
H 1.786 2.431 -3.961
```

Partial charges, Löwdin, in e: Cd 1.118; C -0.049; C -0.231; C 0.090; C -0.185; N 0.198; N -0.001; B -0.585; N -0.012; N 0.204; C -0.184; C 0.089; C -0.232; C -0.050; C -0.645; S 0.720; C -0.546; C -0.038; C -0.038; C -0.057; N 0.008; N 0.202; C -0.184; C 0.090; C -0.234; C -0.050; C -0.627; S 0.738; C -0.545; C -0.056; C -0.034; C -0.041; C -0.626; S 0.740; C -0.545; C -0.036; C -0.057; C -0.039; H 0.088; H 0.090; H 0.087; H 0.121; H 0.121; H 0.088; H 0.089; H 0.088; H 0.076; H 0.091; H 0.089; H 0.074; H 0.092; H 0.091; H 0.089; H 0.093; H 0.092; H 0.122; H 0.089; H 0.090; H 0.086; H 0.086; H 0.093; H 0.095; H 0.090; H 0.077; H 0.092; H 0.093; H 0.091; H 0.070; H 0.090; H 0.077; H 0.091; H 0.088; H 0.093; H 0.094; H 0.072; H 0.093; H 0.091; N 0.171; C -0.511; C -0.073; P 0.285; O -0.127; O -0.297; O -0.433; P 0.226; O -0.123; O -0.393; O -0.400; H 0.134; H 0.141; H 0.164; H 0.090; H 0.083; H 0.094; H 0.090; H 0.091